{"formula": "C26H82B2FN2O21P", "method": "ωB97M-V/def2-TZVPD", "orbital_gap_ev": 7.571, "e_tot_ev": -87614.1118, "e_above_lowest_ev": 10.346, "symbols": ["C", "C", "O", "B", "O", "P", "C", "N", "C", "C", "C", "O", "F", "C", "C", "O", "O", "C", "C", "O", "B", "O", "N", "C", "C", "H", "H", "H", "H", "H", "H", "H", "H", "H", "H", "H", "H", "H", "H", "H", "H", "H", "H", "H", "H", "H", "H", "H", "H", "H", "H", "C", "O", "H", "H", "H", "H", "C", "O", "H", "H", "H", "H", "C", "O", "H", "H", "H", "H", "C", "O", "H", "H", "H", "H", "C", "O", "H", "H", "H", "H", "C", "O", "H", "H", "H", "H", "C", "O", "H", "H", "H", "H", "C", "O", "H", "H", "H", "H", "C", "O", "H", "H", "H", "H", "C", "O", "H", "H", "H", "H", "C", "O", "H", "H", "H", "H", "C", "O", "H", "H", "H", "H", "C", "O", "H", "H", "H", "H", "C", "O", "H", "H", "H", "H"], "coordinates": [[-5.171906, 0.346628, -3.943354], [-3.563781, 0.722172, -3.716874], [-2.844846, -0.279111, -2.896930], [-2.653981, 0.237854, -1.495530], [-3.830871, 0.970273, -0.936799], [-0.978671, 0.008153, -0.517534], [-2.034976, -0.445016, 1.007159], [-1.255588, -0.892210, 2.223230], [-1.745864, -2.206509, 2.789669], [-0.085019, 0.475615, -2.147516], [1.495632, 0.875235, -1.975683], [2.426772, 0.189477, -1.308079], [1.957368, 2.150059, -2.634467], [-0.122753, -1.696622, -0.607606], [-1.295035, -2.791386, -1.062053], [-1.955804, -3.528486, -0.161580], [-1.621421, -3.032084, -2.489612], [-2.684188, -4.046185, -2.603089], [-2.331535, -5.612102, -2.950010], [-3.981660, -3.683823, -2.423745], [-0.274830, 1.589276, 0.317471], [-0.481866, 2.883965, -0.420068], [0.430853, 1.657343, 1.660331], [-0.508703, 2.411370, 2.613054], [1.684424, 2.516363, 1.616726], [-5.727004, 1.123592, -4.640048], [-5.661352, 0.265632, -2.880369], [-5.298340, -0.712592, -4.463260], [-3.416821, 1.830049, -3.366191], [-3.085634, 0.656662, -4.808054], [-4.416898, 0.349226, -0.410092], [-2.612751, 0.547751, 1.332526], [-2.855190, -1.226942, 0.698445], [-0.222206, -0.864904, 2.083516], [-1.713704, -2.095883, 3.976892], [-2.893200, -2.422374, 2.540640], [-1.100501, -3.141381, 2.507967], [-0.120289, -0.384970, -2.974357], [-0.705250, 1.373205, -2.632086], [0.436019, -2.031235, 0.364840], [0.689273, -1.751161, -1.481139], [-3.023974, -5.946718, -3.832949], [-1.207260, -5.667548, -3.344098], [-2.425573, -6.332407, -2.026604], [0.400551, 3.234597, -0.754080], [0.096144, 3.074877, 3.399142], [-1.232832, 3.152054, 2.065084], [-1.179293, 1.675417, 3.255198], [2.553542, 2.024194, 0.967796], [1.493348, 3.632668, 1.307303], [2.122411, 2.557039, 2.726465], [-8.587731, 3.036346, -3.571270], [-7.655952, 2.007299, -3.293651], [-8.044889, 3.935314, -3.872541], [-9.247471, 2.722304, -4.383770], [-9.173434, 3.250543, -2.673995], [-8.166437, 1.223101, -3.029204], [0.719400, -8.183028, -1.891676], [0.088746, -6.916564, -1.841023], [0.468244, -8.667334, -2.838224], [1.802602, -8.054554, -1.826817], [0.364695, -8.801067, -1.063279], [0.329648, -6.511035, -0.990724], [2.962933, -8.601002, 1.186661], [2.728742, -9.654234, 0.270103], [2.021197, -8.081775, 1.379325], [3.348722, -9.010851, 2.123264], [3.683016, -7.898676, 0.759753], [3.581478, -10.096243, 0.118558], [1.520345, 5.131183, 5.767754], [1.806258, 4.551576, 4.508178], [1.032483, 4.385241, 6.399534], [2.450881, 5.453878, 6.241048], [0.851956, 5.985164, 5.633575], [2.238291, 5.236401, 3.969792], [3.893701, -1.669319, -3.240695], [3.357115, -2.651693, -4.107434], [4.918732, -1.447322, -3.546661], [3.292016, -0.759303, -3.302985], [3.895655, -2.048295, -2.215803], [2.447803, -2.828058, -3.811558], [6.694527, -7.361862, 0.226522], [5.434229, -6.720839, 0.296933], [6.557568, -8.433517, 0.388947], [7.132853, -7.198341, -0.760984], [7.352719, -6.959437, 1.000388], [5.587414, -5.772050, 0.149183], [2.546449, -2.199663, 3.688868], [1.286149, -1.558640, 3.759280], [2.409489, -3.271318, 3.851293], [2.984774, -2.036142, 2.701363], [3.204640, -1.797238, 4.462735], [1.439334, -0.609852, 3.611530], [-8.005854, 6.305857, -0.736439], [-8.240045, 5.252625, -1.652996], [-8.947589, 6.825084, -0.543774], [-7.620065, 5.896007, 0.200165], [-7.285771, 7.008182, -1.163345], [-7.387309, 4.810616, -1.804541], [4.163824, 5.137505, 0.814393], [2.903524, 5.778528, 0.884805], [4.026864, 4.065850, 0.976818], [4.602150, 5.301026, -0.173113], [4.822015, 5.539930, 1.588259], [3.056709, 6.727316, 0.737054], [6.738277, -4.530221, 2.712470], [5.891239, -4.323769, 1.597067], [7.649707, -5.031510, 2.378422], [6.997369, -3.566547, 3.157712], [6.228185, -5.157894, 3.447225], [5.091473, -3.877769, 1.924102], [-4.280282, 1.266518, 4.054552], [-4.514473, 0.213286, 3.137995], [-5.222017, 1.785746, 4.247217], [-3.894493, 0.856669, 4.991156], [-3.560198, 1.968845, 3.627646], [-3.661737, -0.228723, 2.986450], [0.968635, 3.544137, -5.724501], [0.337981, 4.810601, -5.673847], [0.717479, 3.059832, -6.671049], [2.051835, 3.672611, -5.659642], [0.613929, 2.926098, -4.896104], [0.578883, 5.216131, -4.823549], [5.843225, 5.061438, 7.008735], [5.484564, 3.979307, 6.169347], [6.863870, 4.909524, 7.367608], [5.793499, 5.994830, 6.442746], [5.161769, 5.103336, 7.861902], [4.574938, 4.141683, 5.866510], [-2.019076, 6.405981, -3.526175], [-2.253268, 5.352749, -4.442732], [-2.960813, 6.925210, -3.333510], [-1.633288, 5.996132, -2.589571], [-1.298993, 7.108308, -3.953081], [-1.400532, 4.910741, -4.594276]], "atomic_forces_ev_per_a": [[0.467, -0.527, 0.328], [-1.207, 0.067, -2.557], [0.414, 2.857, 3.141], [-4.193, 0.318, -2.909], [1.974, -2.518, -0.112], [-0.861, -1.208, 0.332], [-0.773, 0.111, 1.575], [-1.097, -1.177, -0.927], [-0.294, -0.477, 1.770], [2.052, 1.606, -3.654], [4.143, -2.783, 2.373], [-6.442, 4.958, -4.306], [-1.323, -3.032, 1.738], [0.689, -2.470, -1.797], [-3.075, -4.087, 3.785], [4.155, 4.567, -5.350], [-0.189, -0.743, 3.243], [-7.426, 0.612, 1.317], [1.276, 0.947, -0.916], [9.067, -2.011, -1.344], [0.784, 3.860, 0.630], [1.988, -2.512, 0.260], [-0.208, 1.476, -0.387], [-1.266, 0.467, 1.584], [1.665, 0.136, 0.699], [1.323, -1.436, 1.764], [0.768, 0.391, -2.216], [0.601, 2.155, 1.135], [-0.397, -2.210, -0.336], [-0.761, 0.103, 2.439], [1.015, 1.099, -0.817], [1.007, -1.768, -1.035], [1.443, 1.275, 0.688], [-1.389, -0.229, 0.221], [0.033, -0.445, -2.449], [2.645, 0.584, 0.215], [-1.293, 1.740, 0.336], [0.148, 1.750, 1.832], [1.776, -1.631, 0.995], [-1.661, 0.362, -1.749], [-1.849, 0.375, 2.049], [1.104, 0.772, 1.924], [-2.568, 0.102, 1.042], [0.046, 1.838, -1.775], [-1.548, -0.369, 0.808], [-1.060, -1.579, -1.896], [1.362, -1.287, 0.845], [1.465, 1.248, -1.544], [-2.081, 1.011, 1.084], [0.347, -2.058, 0.392], [-1.005, -0.068, -2.392], [-0.362, -0.166, 0.058], [-0.012, -0.502, 0.182], [-0.059, -0.216, 0.049], [-0.107, 0.223, -0.068], [-0.074, 0.234, -0.223], [0.402, 0.403, -0.134], [0.226, -0.113, 0.211], [-0.009, 0.535, 0.408], [-0.034, 0.168, 0.109], [-0.018, -0.312, 0.001], [0.209, -0.196, -0.111], [-0.181, -0.177, -0.495], [0.348, 0.163, -0.072], [0.224, -0.630, -0.326], [0.028, -0.182, -0.044], [-0.046, 0.215, 0.176], [-0.122, 0.081, 0.300], [-0.562, 0.244, 0.023], [-0.011, 0.142, -0.052], [0.349, 0.088, -0.425], [0.098, 0.068, -0.172], [-0.106, 0.116, 0.273], [-0.001, 0.038, 0.275], [-0.291, -0.446, 0.069], [-0.189, 0.044, -0.008], [-0.484, -0.363, -0.131], [-0.168, -0.117, -0.029], [0.301, 0.014, 0.148], [0.110, 0.263, 0.118], [0.539, 0.012, -0.268], [-0.161, 0.289, -0.092], [-0.037, 0.131, -0.352], [-0.035, 0.146, -0.004], [0.236, -0.174, 0.055], [0.218, -0.171, -0.041], [-0.141, -0.398, 0.382], [0.001, 0.193, 0.040], [-0.097, 0.387, -0.143], [-0.091, 0.170, 0.002], [0.246, -0.117, -0.018], [0.210, -0.174, -0.062], [-0.225, -0.371, 0.092], [0.189, -0.086, -0.013], [0.281, -0.193, -0.117], [0.113, -0.146, -0.094], [0.001, 0.242, 0.132], [-0.018, 0.185, 0.208], [-0.510, 0.128, 0.039], [0.191, 0.117, -0.058], [-0.332, 0.557, 0.063], [-0.065, 0.201, -0.022], [0.202, -0.170, 0.065], [0.210, -0.180, -0.057], [-0.207, -0.540, 0.065], [-0.085, 0.038, 0.194], [-0.485, 0.548, -0.138], [-0.188, 0.109, -0.018], [0.165, -0.116, 0.146], [0.210, -0.029, 0.127], [0.421, -0.266, -0.308], [0.151, -0.159, -0.063], [0.164, -0.328, -0.228], [0.107, -0.138, -0.093], [0.018, 0.233, 0.132], [0.003, 0.201, 0.191], [-0.389, 0.160, 0.089], [0.176, -0.202, 0.148], [-0.206, 0.525, 0.492], [-0.024, 0.195, 0.141], [0.016, -0.258, -0.019], [0.175, -0.215, -0.088], [0.082, -0.082, -0.540], [-0.192, 0.020, -0.058], [-0.422, -0.139, -0.307], [-0.178, -0.049, -0.111], [0.110, 0.176, 0.202], [0.136, 0.207, 0.140], [0.490, -0.238, 0.093], [0.100, -0.310, -0.160], [0.043, -0.255, 0.100], [0.132, -0.107, -0.067], [-0.001, 0.240, 0.204], [0.013, 0.244, 0.166], [-0.509, 0.176, -0.355]]}